(1)
C25H49BrN4O2PtSi as an isolated structure, computed with ωB97M-V/def2-TZVPD.

Its total charge is 0. For the energy relative to the best compared isomer or geometry (same formula, charge and spin), the calculation gives 52.0 kJ/mol. The LUMO energy comes out at 0.419 eV. The total energy is -4334.38077 hartree.

Geometry (Å):
Pt 1.65 1.87 -0.51
N 0.07 4.06 2.57
C 0.37 3.42 1.44
O 1.29 2.59 1.41
C -0.42 3.70 0.19
C 0.56 3.57 -0.96
H 0.64 3.90 3.38
H -0.61 4.80 2.58
H -0.98 4.65 0.25
H -1.16 2.89 0.13
H 1.24 4.43 -1.01
H 0.04 3.47 -1.92
C 6.85 2.52 -1.44
N 5.47 2.68 -1.82
C 4.80 3.62 -0.95
C 4.73 1.42 -1.96
C 4.52 0.59 -0.71
C 5.52 -0.30 -0.33
C 5.41 -1.06 0.82
C 4.29 -0.90 1.62
C 3.29 -0.01 1.25
C 3.35 0.74 0.06
H 7.35 3.48 -1.51
H 7.35 1.83 -2.13
H 6.99 2.14 -0.42
H 5.29 4.59 -1.04
H 4.81 3.32 0.11
H 3.75 3.71 -1.25
H 5.27 0.82 -2.71
H 3.75 1.69 -2.39
H 6.39 -0.42 -0.96
H 6.19 -1.75 1.09
H 4.18 -1.48 2.53
H 2.43 0.10 1.89
C -1.85 -3.54 -1.03
C -2.08 -3.15 0.44
C -3.03 -4.18 1.05
C -0.72 -3.30 1.13
Si -2.78 -1.36 0.57
Br -0.98 -0.05 0.17
C -3.36 -0.86 2.34
C -4.78 -1.34 2.64
C -3.32 0.66 2.56
C -2.43 -1.45 3.41
C -4.03 -0.89 -0.83
C -5.14 -1.93 -0.98
C -4.70 0.46 -0.54
C -3.35 -0.73 -2.20
H -1.36 -4.52 -1.05
H -1.20 -2.83 -1.54
H -2.78 -3.64 -1.59
H -2.63 -5.18 0.87
H -4.03 -4.16 0.62
H -3.13 -4.06 2.13
H -0.38 -4.33 1.01
H -0.74 -3.08 2.19
H 0.03 -2.65 0.67
H -5.52 -0.84 2.01
H -5.02 -1.10 3.68
H -4.90 -2.41 2.51
H -3.97 1.22 1.89
H -2.31 1.05 2.45
H -3.65 0.87 3.58
H -2.49 -2.54 3.46
H -2.73 -1.07 4.38
H -1.39 -1.17 3.24
H -5.69 -2.11 -0.06
H -4.76 -2.89 -1.34
H -5.86 -1.58 -1.73
H -5.35 0.42 0.33
H -5.32 0.74 -1.39
H -3.96 1.25 -0.40
H -2.88 -1.64 -2.56
H -2.59 0.05 -2.18
H -4.10 -0.45 -2.93
N 2.09 -0.94 -2.04
C 1.84 0.10 -2.87
N 2.19 -0.07 -4.17
O 1.29 1.15 -2.51
H 2.84 -1.56 -2.29
H 2.09 -0.66 -1.06
H 2.37 -0.99 -4.54
H 1.89 0.65 -4.80



(2)
One molecule with the formula O5S, computed with ωB97M-V/def2-TZVPD.

Its total charge is 0. For the energy relative to the best compared isomer or geometry (same formula, charge and spin), the calculation gives 74.8 kJ/mol. The LUMO energy comes out at -0.713 eV. The total energy is -774.06488 hartree.

Geometry (Å):
O -0.71 -0.09 -1.01
O -0.71 1.31 -0.75
O 0.50 1.47 -0.09
O 0.59 -2.17 0.42
O 0.58 0.48 0.91
S -0.25 -1.00 0.51



(3)
A 2-piece molecular cluster, C5H9N2O overall, computed with ωB97M-V/def2-TZVPD.

Its total charge is +1. For the energy relative to the best compared isomer or geometry (same formula, charge and spin), the calculation gives 500.5 kJ/mol. The LUMO energy (spin up / spin down) comes out at -3.576 / -5.171 eV. The total energy is -380.26118 hartree.

Geometry (Å):
C -1.97 1.51 2.35
C -2.17 0.33 1.67
C 0.02 0.97 1.50
C -0.79 -0.85 0.02
C 1.46 -0.69 -3.23
N -0.68 1.85 2.33
N -0.92 0.09 1.02
O 2.05 -0.77 -2.08
H -2.72 2.14 2.77
H -2.91 -0.40 1.59
H 1.03 1.14 1.14
H -1.70 -1.18 -0.35
H 0.15 -0.83 -0.56
H 0.63 -1.37 -3.14
H 1.98 -0.73 -4.24
H -0.46 2.70 2.86
H 2.98 -0.32 -2.07